Entry from OMol25: a structure of composition C44H55N6O2SbScSi in a non-equilibrium geometry (ωB97M-V/def2-TZVPD).

Properties
Charge: +1
Kohn-Sham gap (spin up / spin down) (eV): 3.31 / 2.83
LUMO (spin up / spin down) (eV): -5.3845 / -5.7507

Atoms and positions in Å:
1 Sc -0.51344 1.14718 1.31771
2 C -2.48701 -1.51423 6.26477
3 C -2.23652 -0.19326 6.60727
4 C -1.85986 0.68620 5.64453
5 C -1.67151 0.31077 4.31417
6 C -1.91408 -1.01729 3.94229
7 C -2.29380 -1.93050 4.93992
8 N -1.08591 1.16896 3.41571
9 N -0.80432 2.39412 3.93966
10 C 0.36548 2.94476 3.61055
11 C 0.62734 4.13018 4.33030
12 C 1.70585 4.85414 3.93767
13 C 2.44315 4.54991 2.74139
14 C 2.09899 3.38411 2.07049
15 N 0.96283 2.68052 2.40051
16 H -2.77024 -2.19977 7.07165
17 H -2.36928 0.17997 7.64438
18 H -1.63458 1.67639 5.99029
19 H -1.72966 -1.38555 2.91435
20 H -2.52044 -2.94713 4.60758
21 H 0.18036 4.35027 5.29886
22 H 1.98505 5.71193 4.43277
23 H 3.29095 5.15499 2.50218
24 H 2.68987 2.99026 1.20923
25 C -0.33636 2.92177 -0.54410
26 Si 0.43342 3.36709 -2.19118
27 C -0.37188 2.55934 -3.75646
28 N -0.26912 1.11873 -3.78738
29 C -1.06973 0.36760 -2.82274
30 C -1.18197 -1.12450 -3.11312
31 C 0.08075 -1.80141 -3.66985
32 C 1.27197 -0.88363 -4.06971
33 C 0.67716 0.42317 -4.65880
34 C 2.25240 3.21523 -2.55066
35 C 2.83145 4.03529 -3.55881
36 C 4.23110 4.01500 -3.72949
37 C 4.99791 3.10426 -3.01502
38 C 4.42482 2.20584 -2.12271
39 C 3.05480 2.27905 -1.88693
40 C 0.14570 5.23811 -2.16233
41 C 1.20435 6.12551 -1.82411
42 C 1.09200 7.50712 -2.06215
43 C -0.09908 8.03867 -2.50001
44 C -1.20321 7.19412 -2.47930
45 C -1.08845 5.79501 -2.34330
46 H -1.39259 3.31374 -0.52823
47 H 0.20375 3.41872 0.28935
48 H 0.15828 3.00546 -4.61899
49 H -1.46240 2.75828 -3.77464
50 H -2.06837 0.84056 -2.86011
51 H -0.67199 0.52270 -1.81477
52 H -2.02361 -1.32334 -3.81118
53 H -1.46340 -1.61317 -2.16762
54 H -0.23983 -2.41859 -4.52016
55 H 0.54622 -2.50483 -2.99703
56 H 1.84809 -1.34842 -4.88659
57 H 2.00443 -0.65158 -3.24577
58 H 0.23620 0.17646 -5.60635
59 H 1.42106 1.16735 -4.97296
60 H 2.14828 4.68731 -4.11471
61 H 4.71781 4.63374 -4.49543
62 H 6.08452 3.01742 -3.17496
63 H 4.99268 1.34956 -1.59075
64 H 2.59042 1.53278 -1.22655
65 H 2.08626 5.68870 -1.44027
66 H 1.94583 8.16548 -1.85006
67 H -0.24877 9.06794 -2.76926
68 H -2.14384 7.66336 -2.71426
69 H -2.02740 5.22463 -2.35421
70 C 1.92601 -2.04150 0.43890
71 C 0.97810 -0.89185 0.77333
72 O 0.97886 0.25330 0.11603
73 O 0.05123 -1.06574 1.62066
74 H 2.77918 -1.84790 -0.21683
75 H 1.35250 -2.86556 -0.05433
76 H 2.18274 -2.51092 1.41865
77 C -1.61563 -7.76033 1.56863
78 C -1.38768 -6.90027 0.26734
79 Sb 0.46877 -5.80954 0.17043
80 C 1.66910 -7.14648 -1.11094
81 C 3.15958 -7.23563 -0.87429
82 C 1.41844 -6.49495 2.08170
83 C 0.99036 -5.52537 3.18712
84 H -2.61246 -8.34161 1.55534
85 H -1.61228 -7.09508 2.44516
86 H -0.87669 -8.56913 1.65255
87 H -2.10221 -6.02850 0.32351
88 H -1.54579 -7.41685 -0.65760
89 H 1.42768 -6.84413 -2.11598
90 H 1.24612 -8.11800 -0.91740
91 H 3.66622 -6.29372 -0.61749
92 H 3.65625 -7.73129 -1.72111
93 H 3.35351 -7.92202 -0.05578
94 H 2.48432 -6.45854 1.87471
95 H 1.07798 -7.50999 2.30011
96 H 1.20377 -4.49062 2.87336
97 H 1.55453 -5.74395 4.09002
98 H -0.07484 -5.55659 3.45405
99 N -7.81479 -0.36611 -0.22991
100 C -6.69578 -0.22704 0.06396
101 C -5.31406 0.03027 0.33935
102 C -4.37702 -0.99214 0.20350
103 C -3.07017 -0.65084 0.34524
104 N -2.67497 0.65199 0.60438
105 C -3.64699 1.60391 0.88673
106 C -4.96851 1.36851 0.64389
107 H -4.70426 -1.97943 -0.04281
108 H -2.24062 -1.39824 0.22876
109 H -3.34893 2.59180 1.21740
110 H -5.72042 2.12746 0.81502

Entry from OMol25: a structure of composition C15H15MgN6O9 in a non-equilibrium geometry (ωB97M-V/def2-TZVPD).

Properties
Charge: -1
Kohn-Sham gap (eV): 7.78
LUMO (eV): 2.1664

Atoms and positions in Å:
1 Mg -0.18163 -0.69393 -0.66533
2 N -0.58790 -3.63518 0.58919
3 O -0.47176 -2.62019 -0.16779
4 O -0.88823 -3.46971 1.79157
5 O -0.38954 -4.75421 0.10666
6 N 1.16586 -2.21763 -3.09752
7 O 2.32132 -2.68961 -3.10338
8 O 0.33146 -2.61019 -3.92209
9 O 0.88064 -1.32179 -2.24194
10 N -3.12705 -0.34370 -2.25244
11 O -3.53554 -1.06038 -3.18049
12 O -3.84521 0.59547 -1.82068
13 O -1.99718 -0.52903 -1.70624
14 N 0.07276 1.31435 -1.20857
15 C 0.99990 1.75050 -2.06441
16 C 1.10025 3.03310 -2.59586
17 C 0.03458 3.88224 -2.32615
18 C -0.93221 3.49145 -1.38828
19 C -0.89259 2.19819 -0.90488
20 H 1.78077 1.05245 -2.33404
21 H 1.87233 3.37932 -3.26505
22 H -0.15296 4.81817 -2.83792
23 H -1.76061 4.13309 -1.12849
24 H -1.75351 1.92169 -0.31153
25 N -1.15196 -0.17497 1.02139
26 C -0.74849 0.77055 1.90390
27 C -1.41880 1.16178 3.04849
28 C -2.62890 0.53588 3.36838
29 C -3.12187 -0.35787 2.45068
30 C -2.35346 -0.68019 1.33667
31 H 0.21362 1.24437 1.74748
32 H -0.93678 1.89283 3.68110
33 H -3.26119 0.81108 4.20285
34 H -4.06478 -0.87816 2.53196
35 H -2.79816 -1.34455 0.60711
36 N 1.56831 -0.74221 0.34419
37 C 2.80660 -0.44699 -0.13365
38 C 3.91771 -0.30227 0.67633
39 C 3.88681 -0.67721 2.00928
40 C 2.69113 -1.23572 2.46377
41 C 1.61823 -1.22763 1.59904
42 H 2.89782 -0.30867 -1.20031
43 H 4.82344 0.07026 0.21542
44 H 4.63103 -0.37534 2.73488
45 H 2.67360 -1.65998 3.45646
46 H 0.71216 -1.69945 1.97025

Please write out number 2 again, unchanged.
Entry from OMol25: a structure of composition C15H15MgN6O9 in a non-equilibrium geometry (ωB97M-V/def2-TZVPD).

Properties
Charge: -1
Kohn-Sham gap (eV): 7.78
LUMO (eV): 2.1664

Atoms and positions in Å:
1 Mg -0.18163 -0.69393 -0.66533
2 N -0.58790 -3.63518 0.58919
3 O -0.47176 -2.62019 -0.16779
4 O -0.88823 -3.46971 1.79157
5 O -0.38954 -4.75421 0.10666
6 N 1.16586 -2.21763 -3.09752
7 O 2.32132 -2.68961 -3.10338
8 O 0.33146 -2.61019 -3.92209
9 O 0.88064 -1.32179 -2.24194
10 N -3.12705 -0.34370 -2.25244
11 O -3.53554 -1.06038 -3.18049
12 O -3.84521 0.59547 -1.82068
13 O -1.99718 -0.52903 -1.70624
14 N 0.07276 1.31435 -1.20857
15 C 0.99990 1.75050 -2.06441
16 C 1.10025 3.03310 -2.59586
17 C 0.03458 3.88224 -2.32615
18 C -0.93221 3.49145 -1.38828
19 C -0.89259 2.19819 -0.90488
20 H 1.78077 1.05245 -2.33404
21 H 1.87233 3.37932 -3.26505
22 H -0.15296 4.81817 -2.83792
23 H -1.76061 4.13309 -1.12849
24 H -1.75351 1.92169 -0.31153
25 N -1.15196 -0.17497 1.02139
26 C -0.74849 0.77055 1.90390
27 C -1.41880 1.16178 3.04849
28 C -2.62890 0.53588 3.36838
29 C -3.12187 -0.35787 2.45068
30 C -2.35346 -0.68019 1.33667
31 H 0.21362 1.24437 1.74748
32 H -0.93678 1.89283 3.68110
33 H -3.26119 0.81108 4.20285
34 H -4.06478 -0.87816 2.53196
35 H -2.79816 -1.34455 0.60711
36 N 1.56831 -0.74221 0.34419
37 C 2.80660 -0.44699 -0.13365
38 C 3.91771 -0.30227 0.67633
39 C 3.88681 -0.67721 2.00928
40 C 2.69113 -1.23572 2.46377
41 C 1.61823 -1.22763 1.59904
42 H 2.89782 -0.30867 -1.20031
43 H 4.82344 0.07026 0.21542
44 H 4.63103 -0.37534 2.73488
45 H 2.67360 -1.65998 3.45646
46 H 0.71216 -1.69945 1.97025

Repeat the second record exactly.
Entry from OMol25: a structure of composition C15H15MgN6O9 in a non-equilibrium geometry (ωB97M-V/def2-TZVPD).

Properties
Charge: -1
Kohn-Sham gap (eV): 7.78
LUMO (eV): 2.1664

Atoms and positions in Å:
1 Mg -0.18163 -0.69393 -0.66533
2 N -0.58790 -3.63518 0.58919
3 O -0.47176 -2.62019 -0.16779
4 O -0.88823 -3.46971 1.79157
5 O -0.38954 -4.75421 0.10666
6 N 1.16586 -2.21763 -3.09752
7 O 2.32132 -2.68961 -3.10338
8 O 0.33146 -2.61019 -3.92209
9 O 0.88064 -1.32179 -2.24194
10 N -3.12705 -0.34370 -2.25244
11 O -3.53554 -1.06038 -3.18049
12 O -3.84521 0.59547 -1.82068
13 O -1.99718 -0.52903 -1.70624
14 N 0.07276 1.31435 -1.20857
15 C 0.99990 1.75050 -2.06441
16 C 1.10025 3.03310 -2.59586
17 C 0.03458 3.88224 -2.32615
18 C -0.93221 3.49145 -1.38828
19 C -0.89259 2.19819 -0.90488
20 H 1.78077 1.05245 -2.33404
21 H 1.87233 3.37932 -3.26505
22 H -0.15296 4.81817 -2.83792
23 H -1.76061 4.13309 -1.12849
24 H -1.75351 1.92169 -0.31153
25 N -1.15196 -0.17497 1.02139
26 C -0.74849 0.77055 1.90390
27 C -1.41880 1.16178 3.04849
28 C -2.62890 0.53588 3.36838
29 C -3.12187 -0.35787 2.45068
30 C -2.35346 -0.68019 1.33667
31 H 0.21362 1.24437 1.74748
32 H -0.93678 1.89283 3.68110
33 H -3.26119 0.81108 4.20285
34 H -4.06478 -0.87816 2.53196
35 H -2.79816 -1.34455 0.60711
36 N 1.56831 -0.74221 0.34419
37 C 2.80660 -0.44699 -0.13365
38 C 3.91771 -0.30227 0.67633
39 C 3.88681 -0.67721 2.00928
40 C 2.69113 -1.23572 2.46377
41 C 1.61823 -1.22763 1.59904
42 H 2.89782 -0.30867 -1.20031
43 H 4.82344 0.07026 0.21542
44 H 4.63103 -0.37534 2.73488
45 H 2.67360 -1.65998 3.45646
46 H 0.71216 -1.69945 1.97025

Q: Which value of charge does entry 1 give?
A: +1